Model 1:
Computed, not measured: C25H26CoN2O2 as an isolated structure, with ωB97M-V with the def2-TZVPD basis set.

Results
Frontier orbital gap (spin up / spin down) ... 7.76 / 7.74 eV
2S+1 ... 2
LUMO (spin up / spin down) ... 0.3 / 0.3 eV

Atoms and positions in Å:
H (-4.23080, 2.42487, 4.02856)
C (-2.49542, 1.95400, 0.61062)
C (-3.84725, -1.25224, -1.08739)
C (-1.75955, 1.68593, 1.79780)
H (-3.71990, -0.86547, -2.09998)
C (-0.18761, -2.18159, -0.61488)
H (5.86970, -1.03232, 3.09574)
H (-0.84617, 1.72908, -3.00119)
C (-3.83710, 2.38058, 0.68748)
O (-0.53585, 1.27746, 1.82899)
C (-1.13931, -1.63974, 1.55170)
N (1.76589, 0.78292, -1.12461)
C (5.10916, -0.23616, -0.08241)
H (1.92136, -2.19640, -1.04011)
C (-0.30527, 1.10107, -2.28897)
H (-5.50270, 2.86832, 1.93365)
C (-1.42751, -1.94158, -1.19998)
C (-0.96739, -1.48964, 3.03631)
H (1.61890, 0.84717, -3.23986)
H (1.09337, -3.69346, -1.46048)
H (5.54923, -0.14706, -1.07020)
C (-2.44066, 1.88366, 3.02892)
C (0.99481, -2.60582, -1.44527)
H (3.48478, -0.50653, 3.40505)
N (-0.73567, 1.34653, -0.91647)
C (-1.92222, 1.77798, -0.68556)
H (3.59521, 0.58547, -2.01161)
H (-1.54188, -2.06187, -2.27399)
H (-0.51664, 0.05288, -2.51891)
H (-4.41358, -0.52194, -0.50815)
C (-4.47188, 2.54606, 1.88912)
C (5.27277, -0.72599, 2.24494)
H (-4.45247, -2.15878, -1.15889)
H (-4.36818, 2.57280, -0.23928)
C (3.01889, 0.49537, -1.08726)
H (-1.88170, 1.69224, 3.93587)
C (1.19369, 1.32936, -2.35616)
O (1.87762, 0.22029, 1.57987)
H (0.89396, -2.27179, -2.47960)
C (3.73864, 0.06574, 0.06765)
Co (0.57552, 0.85546, 0.36691)
H (-2.56140, 2.01423, -1.53980)
C (5.87805, -0.62965, 0.97789)
H (-1.01604, -2.46369, 3.52922)
H (-1.74948, -0.85786, 3.45720)
C (3.94797, -0.43708, 2.42949)
H (6.92709, -0.85659, 0.85040)
C (-3.74699, 2.29304, 3.06799)
C (-2.51862, -1.53680, -0.43948)
C (-0.05972, -2.02837, 0.76165)
C (-2.36051, -1.39340, 0.93533)
H (-0.00275, -1.03424, 3.26036)
C (3.12031, -0.02759, 1.34909)
H (0.90155, -2.19984, 1.23313)
H (-3.19894, -1.05354, 1.53531)
H (1.41629, 2.39915, -2.40584)

These are the Löwdin partial charges, in e, on atoms 1 to 2:
1. H 0.10
2. C -0.15

***

Model 2:
Computed, not measured: C25H26CoN2O2 as an isolated structure, with ωB97M-V with the def2-TZVPD basis set.

Results
Frontier orbital gap (spin up / spin down) ... 7.93 / 7.81 eV
2S+1 ... 2
LUMO (spin up / spin down) ... 0.2 / 0.1 eV

Atoms and positions in Å:
H (-2.09435, -1.12348, 3.55110)
C (0.05211, 2.29360, -3.82971)
C (3.03149, 2.31204, -0.83370)
H (-2.97024, 2.29105, -1.43428)
Co (0.04144, -0.73455, -0.27273)
H (3.62097, 0.27633, 3.73641)
C (-0.06912, 1.28146, -2.85842)
H (-1.76968, 2.54589, 2.54018)
H (2.13593, 0.53300, 4.66017)
H (2.28768, -0.87331, 3.61618)
H (1.54225, -3.92835, -1.64873)
H (-3.76862, -2.85183, 4.09214)
H (3.76342, 0.97901, 1.40763)
H (-0.75328, 4.09463, -4.65875)
H (0.38505, 2.83259, -0.44811)
C (-1.59626, -3.22063, 0.93951)
C (1.95015, 0.96429, 2.55555)
C (-2.11881, 2.30501, -2.10302)
O (-0.54083, -1.15113, 1.50704)
C (-0.75653, -3.45775, -0.20819)
C (-1.42764, -2.07604, 1.75479)
H (2.64836, -1.81283, -1.37061)
O (-1.33188, 0.37326, -1.03680)
C (2.16876, 1.93853, 0.34425)
H (1.51593, 0.10556, -3.75549)
C (2.53441, 0.18786, 3.70526)
C (0.94015, -3.03331, -1.81683)
C (-1.43270, 2.34659, 1.52180)
H (-1.64248, 3.22458, 0.90865)
H (4.07946, 2.07525, -0.64725)
H (0.01547, 1.12640, 3.44717)
C (0.62169, 1.35880, 2.57741)
C (2.71439, 1.26066, 1.42886)
H (-2.70799, 4.07567, -3.10978)
H (-2.02535, 1.52102, 1.12102)
C (-2.22908, -1.98723, 2.91237)
C (-3.15901, -2.95929, 3.20215)
C (0.02865, 1.99872, 1.49505)
H (-2.65346, -5.06111, 0.60845)
C (-0.86205, 3.30987, -3.92357)
H (0.89822, 2.25811, -4.50931)
H (0.26807, -3.22045, -2.65722)
C (-1.16012, 1.26972, -1.95440)
C (0.88751, 0.20722, -2.86720)
H (-0.92375, -4.40099, -0.73883)
C (0.81846, 2.28886, 0.38515)
H (-4.07907, -4.83508, 2.61942)
N (0.16529, -2.67658, -0.62309)
H (2.27411, -1.90345, -3.10396)
H (2.72660, 1.78581, -1.74006)
C (1.83895, -1.84518, -2.10391)
C (-2.55076, -4.19978, 1.26128)
C (-1.96131, 3.29239, -3.04231)
N (1.00926, -0.65897, -1.93309)
C (-3.34083, -4.08260, 2.37859)
H (2.96096, 3.38012, -1.04824)

These are the Löwdin partial charges, in e, on atoms 1 to 2:
1. H 0.11
2. C -0.06

***

Stability, lowest: model 2

***

Model 1:
Computed, not measured: a 2-piece molecular cluster, C3H5NO4 overall, with ωB97M-V with the def2-TZVPD basis set.

Results
Frontier orbital gap ... 10.29 eV
LUMO ... 0.3 eV

Atoms and positions in Å:
H (2.03384, 0.61195, -0.35387)
C (0.80597, -2.07142, 0.05734)
O (-1.78635, -0.30254, -0.22399)
O (0.95102, 0.21194, 1.92801)
N (-0.95871, -0.10116, 0.89216)
H (-0.48997, 0.58172, -1.60947)
C (0.97330, 0.87342, -0.36374)
H (-1.23857, -0.61634, 1.73003)
O (0.57743, -2.10250, -1.04792)
O (0.47352, 0.50155, -1.61402)
C (0.35233, 0.25711, 0.87762)
H (-2.60106, 0.19289, -0.05673)
H (0.90723, 1.96338, -0.21542)

These are the Löwdin partial charges, in e, on atoms 1 to 2:
1. H 0.14
2. C 0.06

***

Model 2:
Computed, not measured: one molecule with the formula C3H5NO4, with ωB97M-V with the def2-TZVPD basis set.

Results
Structure (SMILES) ... O=COCO/C=N\O
Frontier orbital gap ... 10.17 eV
LUMO ... 0.8 eV

Atoms and positions in Å:
H (0.33753, -1.24936, 0.83026)
O (0.63526, 0.72047, -0.02392)
C (-0.64432, 1.15677, 0.42588)
C (1.00371, -0.55448, 0.26597)
H (-0.48216, 2.23677, 0.31204)
H (-3.18678, -0.37290, -1.21518)
O (3.03272, -0.00168, -0.50660)
O (-1.65861, 0.69211, -0.48551)
N (2.20128, -0.96427, 0.07100)
C (-2.30042, -0.49406, -0.51488)
H (-0.72355, 0.82026, 1.48291)
O (-2.08067, -1.45008, 0.13977)
H (3.86601, -0.53954, -0.78173)

These are the Löwdin partial charges, in e, on atoms 1 to 2:
1. H 0.14
2. O -0.04

***

Stability, lowest: model 2

***

Model 1:
Computed, not measured: a 2-piece molecular cluster, C3H10S overall, with ωB97M-V with the def2-TZVPD basis set.

Results
Structure (SMILES) ... CC.CS
Frontier orbital gap ... 9.97 eV
LUMO ... 0.9 eV

Atoms and positions in Å:
H (4.02759, 0.11503, 0.48449)
C (3.33042, 0.34385, -0.32398)
H (3.21942, -0.54521, -0.94229)
C (1.98673, 0.81945, 0.23726)
H (-0.82422, -1.93732, 0.15697)
S (-1.78390, 0.22510, 0.15864)
H (-3.05762, 0.46921, -0.17176)
H (-2.49342, -2.11200, 0.47044)
H (3.80183, 1.10383, -0.94906)
H (1.41678, 1.27373, -0.56983)
H (-1.98175, -1.76416, -1.17078)
H (2.12710, 1.62606, 0.96038)
H (1.48739, 0.02790, 0.77833)
C (-1.76992, -1.55004, -0.12534)

These are the Löwdin partial charges, in e, on atoms 1 to 2:
1. H 0.06
2. C -0.17

***

Model 2:
Computed, not measured: a 2-piece molecular cluster, C3H10S overall, with ωB97M-V with the def2-TZVPD basis set.

Results
Structure (SMILES) ... CCS.C
Frontier orbital gap ... 9.54 eV
LUMO ... 0.7 eV

Atoms and positions in Å:
H (-4.35239, -0.71488, -5.20963)
H (2.85906, -0.41123, 3.50401)
H (1.63272, -1.49522, 0.48594)
H (0.95249, 0.97299, 4.03305)
C (1.56769, 1.39262, 3.19024)
H (-3.55617, -0.65925, -3.68438)
C (2.47696, 0.32694, 2.79388)
H (-2.99272, -1.96115, -4.92561)
S (1.31447, -0.78203, 1.58159)
C (-3.37975, -0.92231, -4.74384)
H (2.05571, 2.25664, 3.64534)
H (3.24410, 0.42976, 2.02714)
H (0.86933, 1.72283, 2.43099)
H (-2.69150, -0.15571, -5.12872)

These are the Löwdin partial charges, in e, on atoms 1 to 2:
1. H 0.01
2. H 0.06

***

Stability, lowest: model 2

***

Model 1:
Computed, not measured: one molecule with the formula C3H6N4O, with ωB97M-V with the def2-TZVPD basis set.

Results
Structure (SMILES) ... Nc1c[nH]c(=O)n1N
Frontier orbital gap ... 8.20 eV
LUMO ... 0.9 eV

Atoms and positions in Å:
N (-1.62099, -0.51644, -1.30881)
C (0.15144, -0.54250, 0.01820)
H (-0.56950, -2.37548, -0.96806)
N (0.19447, 1.85102, 0.57907)
H (-2.34759, -0.82425, -1.92940)
C (-1.48055, 0.76582, -0.87657)
C (-0.62616, -1.32986, -0.75915)
H (-0.26547, 2.00964, 1.47858)
H (1.77779, -1.59775, 0.57563)
H (-0.00991, 2.65972, -0.00832)
O (-2.13924, 1.75211, -1.14666)
N (1.21246, -0.81189, 0.86025)
H (1.75560, 0.01993, 1.05387)
N (-0.37059, 0.73720, -0.05165)

These are the Löwdin partial charges, in e, on atoms 1 to 2:
1. N 0.11
2. C -0.34

***

Model 2:
Computed, not measured: one molecule with the formula C3H6N4O, with ωB97M-V with the def2-TZVPD basis set.

Results
Frontier orbital gap (spin up / spin down) ... 8.05 / 8.05 eV
LUMO (spin up / spin down) ... -0.6 / -0.6 eV

Atoms and positions in Å:
N (0.60046, 1.62253, -0.37300)
H (-0.69410, 0.14853, -1.47287)
O (-2.65426, -0.03360, 0.14066)
C (0.48519, -1.99483, -0.37074)
N (0.62963, -0.73679, -0.16282)
C (1.67089, 1.11275, 0.20134)
H (2.46224, 1.76796, 0.60987)
C (-0.25274, 0.44432, -0.53147)
H (1.22518, -2.59412, 0.04812)
H (-1.32039, 0.34953, 1.31507)
H (-1.80343, 1.71043, 0.49488)
H (-0.49993, -2.20697, -0.57290)
N (1.69607, -0.25366, 0.33493)
N (-1.54482, 0.66394, 0.33893)

These are the Löwdin partial charges, in e, on atoms 1 to 2:
1. N 0.06
2. H 0.15

***

Stability, lowest: model 2